70
Properties=species:S:1:pos:R:3:nbo_charge:R:1 method="wB97M-V/def2-TZVPD" charge=+2 lumo_ev=-11.88 energy_ev=-36385.516 homo_energy_ha=-0.5181 largest_force_ev_per_a=1.4 homo_lumo_gap_ev=2.221
C -0.622 -0.671 4.122 -0.244
O -1.541 -0.119 3.194 -0.553
C -2.822 -0.727 3.240 -0.063
C -3.555 -0.666 1.916 -0.413
C -2.815 -1.223 0.696 -0.411
C -3.118 -2.714 0.460 -0.395
C -1.921 -3.606 0.100 -0.396
C -0.661 -3.454 0.960 -0.388
C 0.595 -3.495 0.037 -0.404
C 1.756 -2.703 0.609 -0.361
C 1.705 -1.188 0.394 -0.439
C 2.558 -0.846 -0.838 -0.440
C 2.107 0.376 -1.679 0.367
O 3.165 1.298 -1.618 -0.457
C 2.989 2.510 -2.318 -0.073
C 2.685 3.625 -1.307 -0.274
N 1.284 3.900 -1.215 -0.356
C 0.824 4.464 0.018 -0.272
C 0.859 3.402 1.183 0.117
C -0.580 3.016 1.559 -0.629
O 1.540 3.899 2.302 -0.669
O 0.950 0.991 -1.219 -0.450
C -0.241 0.497 -1.827 -0.113
C -0.399 0.898 -3.296 -0.097
O 0.025 -0.119 -4.167 -0.493
C -0.887 -1.186 -4.309 -0.265
H -0.134 0.148 4.636 0.196
H 0.113 -1.284 3.614 0.151
H -1.107 -1.297 4.860 0.191
H -3.423 -0.204 3.983 0.192
H -2.761 -1.763 3.569 0.166
H -3.862 0.361 1.746 0.209
H -4.460 -1.243 2.052 0.222
H -1.755 -1.011 0.745 0.186
H -3.202 -0.663 -0.149 0.205
H -3.603 -3.098 1.348 0.206
H -3.822 -2.776 -0.356 0.224
H -2.258 -4.630 0.184 0.231
H -1.698 -3.455 -0.950 0.189
H -0.649 -2.527 1.519 0.200
H -0.592 -4.270 1.660 0.227
H 0.380 -3.211 -0.985 0.210
H 0.899 -4.535 0.004 0.235
H 1.874 -2.954 1.673 0.224
H 2.694 -3.130 0.054 0.173
H 0.664 -0.924 0.293 0.234
H 2.121 -0.734 1.278 0.228
H 2.676 -1.699 -1.495 0.224
H 3.551 -0.598 -0.478 0.249
H 2.022 0.059 -2.725 0.212
H 2.236 2.459 -3.092 0.194
H 3.932 2.729 -2.798 0.232
H 3.122 3.385 -0.352 0.245
H 3.187 4.533 -1.656 0.254
H 0.975 4.458 -2.006 0.407
H 1.466 5.286 0.328 0.254
H -0.183 4.823 -0.128 0.227
H 1.365 2.529 0.797 0.186
H -0.607 2.628 2.564 0.252
H -1.210 3.896 1.480 0.211
H -0.929 2.276 0.851 0.213
H 0.993 4.606 2.682 0.478
H -0.284 -0.582 -1.716 0.201
H -1.060 0.906 -1.257 0.222
H 0.149 1.800 -3.532 0.202
H -1.451 1.109 -3.470 0.204
H -1.923 -0.862 -4.267 0.187
H -0.739 -1.967 -3.560 0.169
H -0.715 -1.637 -5.273 0.225
Pt 4.127 -3.091 1.330 0.623

137
Properties=species:S:1:pos:R:3:lowdin_charge:R:1 method="wB97M-V/def2-TZVPD" charge=+1 lumo_ev=-1.73 energy_ev=-85077.478 homo_energy_ha=-0.3504 largest_force_ev_per_a=4.7 homo_lumo_gap_ev=7.800
C 1.985 3.337 -2.280 -0.054
C 0.987 4.510 -2.155 -0.130
N 0.586 4.927 -0.719 -0.225
C 1.847 5.487 -0.015 0.029
C -0.379 6.159 -0.762 -0.120
C -1.832 5.803 -1.266 -0.040
C -0.086 3.768 0.022 -0.053
C -0.422 4.023 1.517 -0.189
O 0.648 4.254 2.410 -0.180
C 0.217 4.940 3.531 -0.106
H 2.931 3.530 -1.774 0.075
H 2.195 3.166 -3.336 0.084
H 1.676 2.363 -1.900 0.058
H 0.035 4.281 -2.634 0.106
H 1.406 5.397 -2.630 0.129
H 2.185 6.342 -0.601 0.105
H 2.665 4.766 -0.024 0.057
H 1.568 5.808 0.988 0.098
H 0.052 7.015 -1.281 0.126
H -0.419 6.434 0.292 0.108
H -1.838 5.314 -2.241 0.078
H -2.484 6.676 -1.308 0.088
H -2.342 5.197 -0.518 0.036
H 0.676 2.991 0.084 0.118
H -0.900 3.374 -0.586 0.125
H -1.063 3.223 1.888 0.108
H -1.113 4.862 1.436 0.104
H -0.239 5.902 3.297 0.095
H 1.042 5.108 4.224 0.099
H -0.483 4.325 4.096 0.079
C 0.767 -5.786 1.403 -0.063
C -0.274 -6.028 0.378 -0.162
N 0.296 -6.395 -1.050 -0.209
C 1.116 -7.691 -0.960 0.028
C -1.040 -6.674 -1.863 -0.137
C -0.884 -6.970 -3.361 -0.054
C 1.218 -5.271 -1.708 -0.016
C 0.651 -3.871 -1.475 -0.225
O -0.653 -3.781 -1.895 -0.190
C -1.215 -2.498 -1.645 -0.059
H 0.457 -5.312 2.334 0.102
H 1.558 -5.178 0.964 0.075
H 1.306 -6.693 1.677 0.082
H -1.000 -5.217 0.338 0.127
H -0.807 -6.948 0.619 0.121
H 2.062 -7.471 -0.465 0.102
H 1.268 -7.977 -2.001 0.096
H 0.513 -8.382 -0.372 0.109
H -1.756 -5.895 -1.598 0.117
H -1.434 -7.559 -1.364 0.117
H -0.585 -6.158 -4.024 0.080
H -1.856 -7.382 -3.636 0.091
H -0.136 -7.725 -3.605 0.072
H 1.259 -5.613 -2.742 0.117
H 2.235 -5.391 -1.335 0.128
H 1.193 -3.111 -2.039 0.109
H 0.761 -3.559 -0.436 0.117
H -1.387 -2.440 -0.571 0.073
H -2.218 -2.539 -2.069 0.092
H -0.658 -1.629 -1.994 0.077
Cl 0.341 -0.086 0.947 0.532
O 0.317 -1.400 1.451 -0.333
O -0.958 0.374 0.856 -0.344
O 1.024 0.685 1.902 -0.331
O 1.035 0.070 -0.291 -0.370
C 6.183 1.722 3.926 -0.073
C 4.697 2.006 4.377 -0.253
C 3.660 1.877 3.288 -0.200
C 3.993 2.793 2.219 -0.229
N 4.239 3.501 1.323 0.163
H 6.508 2.381 3.121 0.069
H 6.086 0.695 3.575 0.067
H 6.751 1.783 4.855 0.070
H 4.664 3.012 4.797 0.106
H 4.346 1.295 5.125 0.109
H 2.712 2.288 3.634 0.116
H 3.606 0.842 2.949 0.121
N 3.807 -0.795 0.191 0.039
C 4.528 -2.002 0.194 -0.159
C 5.805 -1.684 0.250 -0.158
C 6.066 -0.240 0.229 -0.053
C 4.747 0.250 0.142 -0.130
H 2.801 -0.711 0.153 0.072
H 3.984 -2.935 0.220 0.096
H 6.617 -2.370 0.440 0.088
H 6.996 0.304 0.300 0.087
H 4.354 1.254 0.204 0.067
N -5.332 -2.666 2.495 0.022
C -4.751 -3.021 3.710 -0.110
C -3.350 -2.971 3.586 -0.081
C -3.123 -2.557 2.244 -0.151
C -4.327 -2.357 1.631 -0.167
H -6.318 -2.488 2.368 0.151
H -5.361 -3.270 4.565 0.106
H -2.635 -3.242 4.348 0.096
H -2.205 -2.454 1.684 0.074
H -4.580 -1.997 0.645 0.112
N -3.820 2.893 1.044 0.044
C -3.817 2.208 -0.149 -0.135
C -4.534 2.976 -1.082 -0.135
C -4.833 4.243 -0.565 -0.099
C -4.349 4.140 0.776 -0.139
H -3.365 2.547 1.877 0.069
H -3.346 1.236 -0.168 0.084
H -4.720 2.593 -2.074 0.083
H -5.288 5.040 -1.135 0.095
H -4.488 4.828 1.597 0.102
N 1.210 -1.103 -4.227 0.038
C 1.191 -2.339 -4.864 -0.132
C 2.363 -3.000 -4.583 -0.121
C 3.092 -2.191 -3.636 -0.090
C 2.327 -1.041 -3.519 -0.176
H 0.449 -0.444 -4.143 0.094
H 0.267 -2.688 -5.301 0.105
H 2.646 -3.987 -4.917 0.087
H 4.053 -2.444 -3.212 0.091
H 2.420 -0.160 -2.902 0.107
N -2.401 0.329 -3.025 0.020
C -2.618 0.354 -4.379 -0.110
C -1.571 1.008 -4.974 -0.106
C -0.722 1.399 -3.957 -0.141
C -1.319 1.037 -2.747 -0.156
H -2.997 -0.116 -2.342 0.145
H -3.508 -0.195 -4.648 0.113
H -1.379 1.164 -6.025 0.107
H 0.259 1.849 -3.995 0.086
H -0.951 1.050 -1.731 0.090
N -3.558 0.464 3.235 0.053
C -4.746 0.977 3.698 -0.139
C -4.566 2.210 4.267 -0.094
C -3.158 2.460 4.175 -0.114
C -2.562 1.392 3.489 -0.149
H -3.422 -0.501 2.971 0.089
H -5.636 0.366 3.739 0.106
H -5.287 2.882 4.708 0.096
H -2.599 3.338 4.463 0.078
H -1.509 1.199 3.347 0.104

16
Properties=species:S:1:pos:R:3:nbo_charge:R:1 method="wB97M-V/def2-TZVPD" lumo_ev="-0.70 / -1.89" energy_ev=-11348.562 e_above_lowest_ev=5.551 homo_energy_ha="-0.3189 / -0.3231" largest_force_ev_per_a=2.2 homo_lumo_gap_ev="7.980 / 6.904"
C -0.894 2.330 -0.276 -0.440
N -1.008 0.979 0.191 -0.239
C -0.892 -0.075 -0.589 0.644
O -1.523 -0.641 -1.447 -0.522
H -0.898 3.019 0.565 0.217
H 0.009 2.473 -0.874 0.221
H -1.764 2.517 -0.923 0.220
C 0.132 -1.500 1.229 -0.626
C 0.600 -0.567 0.100 0.371
N 1.462 -1.201 -0.764 -0.754
O 1.096 0.640 0.467 -0.579
H 1.994 -0.635 -1.404 0.402
H 1.578 -2.200 -0.794 0.391
H -0.341 -2.401 0.834 0.219
H 1.017 -1.764 1.812 0.232
H -0.566 -0.974 1.874 0.242